Density functional theory data (the ωB97M-V functional and the def2-TZVPD basis) for 15 unconnected molecules or ions with the total composition C78H160N10O15.

```
! wB97M-V def2-TZVPD RIJCOSX def2/J DEFGRID3
* xyz 0 1
O 16.8989 22.1299 19.7655
O 11.4474 20.9863 24.2103
O 12.5522 21.4265 26.0837
O 12.6657 18.3998 12.4153
O 20.8881 12.0045 21.9382
O 18.5677 20.8813 25.9786
O 13.6402 20.7543 24.2298
O 17.1666 19.2569 25.6294
O 19.2856 18.7708 26.3798
O 16.6203 20.0827 20.7969
O 12.2838 16.7683 13.8215
O 22.1849 13.8703 22.1724
O 20.9497 13.1711 23.9591
O 15.7683 21.9587 21.7466
O 13.6386 18.4241 14.5008
N 16.6754 14.6707 18.6809
N 19.3874 10.9887 15.3934
N 18.8970 18.6879 16.9988
N 20.6044 18.9552 22.0083
N 11.4227 18.7478 19.4421
N 22.9388 16.6221 15.1410
N 16.5753 15.6592 11.5545
N 12.8162 11.8833 15.2286
N 13.3531 11.0421 20.5145
N 16.9743 14.1188 24.5658
C 19.0447 21.6895 18.6610
C 19.2498 19.6008 16.0448
C 20.8839 18.1432 20.9381
C 12.9074 17.9700 13.6850
C 12.0117 11.0351 16.0734
C 16.7570 13.9163 9.7813
C 10.7542 19.7787 18.6226
C 19.6497 18.5030 22.8818
C 16.3646 20.4093 25.4355
C 18.3059 20.1070 15.1755
C 17.7265 18.1355 16.8514
C 15.6126 14.0482 23.9304
C 13.6605 9.8791 22.7848
C 23.7660 17.8662 14.8759
C 11.7949 12.9153 20.8706
C 13.2612 20.3625 22.9323
C 21.6622 11.3514 16.3344
C 16.3473 21.4027 20.8277
C 17.5808 19.8416 19.7891
C 17.6933 9.6323 16.5216
C 13.4156 12.9781 15.9889
C 17.0596 14.9662 25.7211
C 21.2961 12.9626 22.5912
C 10.6281 16.6905 20.6674
C 16.7722 18.4692 15.9297
C 15.9455 14.9936 17.4501
C 20.1614 11.5304 16.5455
C 17.2337 21.5364 25.9929
C 12.7351 10.1873 21.6008
C 19.5463 11.8923 14.2159
C 23.1150 19.1062 14.2685
C 17.2091 11.7006 23.8927
C 22.7489 15.8276 13.9113
C 14.6008 10.6149 19.9118
C 22.4161 14.8272 23.2056
C 23.1173 14.3575 14.1245
C 11.8963 17.5302 11.6174
C 15.6573 16.7965 11.9933
C 19.6325 11.1136 12.8974
C 16.0114 16.7057 20.0033
C 19.2949 16.4799 21.7366
C 18.5470 13.3108 19.3898
C 18.0288 15.9426 11.9295
C 21.8429 14.4527 25.8327
C 18.4078 15.0373 26.4016
C 17.7143 21.1212 18.9579
C 13.6157 19.4858 18.6066
C 12.4983 17.3501 10.2316
C 20.2734 16.9171 20.7918
C 20.9213 15.6946 16.2847
C 13.8302 11.0825 14.4667
C 15.8947 18.0845 11.2089
C 15.2305 15.4362 23.6034
C 18.2641 15.8868 13.4080
C 21.7309 16.9287 15.8216
C 12.4193 14.2057 16.0907
C 11.8301 20.8987 22.8798
C 16.0762 15.1922 19.9410
C 16.6602 14.7199 16.1293
C 17.2218 22.8243 25.1615
C 13.2569 12.5306 20.8087
C 18.4131 19.5722 26.0396
C 17.4147 12.7664 24.9680
C 11.8956 16.2954 12.4982
C 14.2069 11.8674 13.2239
C 10.3688 17.7339 19.5919
C 17.1641 13.3447 18.7667
C 12.6953 18.2724 18.9164
C 21.4400 14.4602 24.2943
C 17.9499 10.7303 15.6036
C 16.9873 19.5458 15.1079
C 16.3851 15.3918 10.1433
C 10.9720 10.1846 15.3278
C 13.6258 18.9214 22.6300
C 19.0442 17.2636 22.8502
C 9.9224 20.7719 19.4813
C 12.5334 21.0380 24.9592
C 14.7635 9.1559 19.7764
H 19.6062 22.0445 19.5194
H 21.5041 15.1964 17.0996
H 18.4406 13.2903 20.5133
H 17.7828 10.8219 24.1182
H 18.8713 10.3201 12.8855
H 13.8118 8.6641 19.5296
H 10.6057 21.0558 20.2960
H 17.5079 17.2593 17.4982
H 14.3087 15.4040 23.0299
H 18.8532 15.5079 21.6633
H 12.3973 9.2670 21.1525
H 22.2690 15.8877 22.7703
H 15.8574 17.1266 20.9985
H 16.6208 13.7360 8.7065
H 21.7602 18.4001 20.2995
H 18.6195 15.2279 11.3808
H 16.4679 23.4840 25.5966
H 19.1442 14.2093 19.0072
H 10.9175 15.8166 12.6370
H 22.1667 11.8067 17.1697
H 18.1118 23.4437 25.2916
H 22.9118 13.8456 13.1576
H 23.3049 16.2714 13.1166
H 18.2919 15.8296 27.2039
H 21.8353 10.3151 16.1577
H 13.1384 18.2415 23.3452
H 13.3762 12.1279 12.5621
H 22.4269 13.9080 14.7784
H 16.2959 19.9346 14.3874
H 18.5428 12.8396 25.0749
H 18.3609 21.0414 14.6639
H 16.9600 12.5131 25.8840
H 15.7079 16.0330 17.5926
H 14.2368 13.3722 15.4851
H 20.4882 16.3555 19.8481
H 23.4827 14.7737 23.5087
H 24.1155 14.2158 14.5835
H 20.4011 12.6285 14.3888
H 15.9969 15.8536 22.9327
H 18.3613 17.0258 23.6327
H 22.8303 13.9503 25.9251
H 13.4713 18.6453 21.5911
H 13.2589 9.1031 23.4861
H 17.1842 19.0552 19.2026
H 9.0682 20.2847 19.9157
H 11.5399 11.6285 16.8485
H 12.5220 18.2862 9.7042
H 15.2404 18.9039 11.6691
H 11.2596 20.2223 22.2082
H 14.9312 11.2478 12.6352
H 17.7310 13.6432 10.1858
H 18.8764 14.1327 26.7965
H 24.5463 17.5441 14.1842
H 14.7294 10.7965 15.0804
H 17.1263 12.8635 17.7063
H 23.8620 19.9151 14.0728
H 19.0977 15.5049 25.7394
H 11.4853 16.1137 20.5530
H 18.4600 19.5801 20.3681
H 20.6508 14.9508 15.5030
H 16.7407 14.9024 20.7841
H 15.9327 17.8019 15.8033
H 18.1851 14.8400 13.6760
H 14.6132 19.1649 18.3849
H 16.9008 15.9965 25.4126
H 18.6797 12.6014 14.0429
H 19.0423 12.2983 19.1734
H 21.9881 11.7936 15.4367
H 20.5646 10.5366 12.9550
H 16.2556 14.7074 26.4253
H 18.8853 22.5511 17.9766
H 10.7366 17.2692 21.5698
H 13.6796 12.6838 17.0249
H 15.3471 15.5910 9.7900
H 15.0188 14.8414 20.1221
H 17.5694 16.5740 13.9588
H 11.8199 10.6899 22.0042
H 11.3976 12.4206 21.7781
H 12.6601 10.3720 16.5736
H 16.9225 17.1585 19.7005
H 12.8850 14.9441 16.7565
H 14.9287 14.5267 17.4277
H 12.6004 15.5270 12.1487
H 13.7892 12.7721 21.7746
H 11.9442 21.9603 22.4423
H 11.8921 16.6784 9.6689
H 16.1836 11.3613 23.9136
H 20.5124 14.9794 24.1608
H 21.1019 13.9664 26.4427
H 21.8070 17.6591 16.6500
H 14.7017 18.9678 22.7711
H 15.0173 16.1088 24.4052
H 17.0816 20.9633 18.0396
H 22.2174 19.3645 14.8832
H 11.4865 9.3015 14.9009
H 13.1164 20.1321 17.8978
H 19.2607 16.2515 13.5893
H 15.4655 10.9383 20.4459
H 17.3776 11.6109 15.9786
H 15.4368 20.3218 25.9581
H 15.2168 17.1727 19.4408
H 15.7922 13.4223 23.0012
H 16.7516 13.6842 15.8767
H 21.6629 15.8138 13.6314
H 20.1785 20.0788 16.1063
H 17.6024 15.2967 16.0675
H 13.7163 13.0501 19.9912
H 11.4351 20.4005 18.0415
H 19.5368 19.1754 23.7663
H 9.4418 18.2372 19.8765
H 17.0817 21.6552 27.0288
H 16.9179 18.4094 11.2985
H 11.6907 14.0142 20.9851
H 13.5250 16.9366 10.2780
H 24.1171 18.1673 15.8854
H 19.8399 11.0849 17.5020
H 10.0516 19.3414 17.8864
H 10.8815 17.9304 11.5482
H 10.2023 17.1788 18.6403
H 16.3044 20.6206 24.3853
H 16.6257 9.5290 16.4874
H 10.4035 10.7845 14.6284
H 17.5117 10.4014 14.6505
H 11.1091 12.6845 20.0437
H 14.6844 12.8122 13.4801
H 16.0552 13.2349 10.2978
H 13.3604 10.1334 14.1831
H 16.0177 15.1679 15.3279
H 15.7921 16.9428 13.0439
H 14.6843 11.0914 18.8962
H 22.6626 18.7916 13.3156
H 15.4699 9.0364 19.0138
H 12.5606 17.5753 18.0396
H 16.9913 22.6546 24.1099
H 15.5883 17.8681 10.1741
H 14.5912 16.4366 11.8323
H 21.0230 17.4472 15.1344
H 18.0958 8.6788 16.0836
H 17.0101 16.1391 9.5379
H 19.6875 21.0227 18.1332
H 15.0818 8.6603 20.7188
H 22.0420 15.4224 26.2025
H 17.5230 12.1767 22.9217
H 13.1315 17.7051 19.7177
H 11.4409 13.9739 16.4528
H 14.8146 13.5768 24.5984
H 19.8658 12.5696 16.7228
H 13.7352 10.7764 23.4427
H 19.5742 11.7630 12.0077
H 14.6497 9.4964 22.4515
H 9.8527 15.9616 20.7077
H 9.5789 21.5788 18.8741
H 13.8076 20.8866 22.1112
H 13.7083 20.0581 19.4816
H 10.2903 9.9172 16.1919
H 12.3799 14.6486 15.0563
H 18.2525 16.8977 11.5389
H 19.9849 15.9742 16.7692
H 17.9951 9.8306 17.5594
H 16.3912 12.7373 19.3541
*
```

HOMO-LUMO gap: 8.37 eV

Here are the Mulliken charges for atoms 1 to 5, given in e:
1. O -0.478
2. O -0.364
3. O -0.579
4. O -0.351
5. O -0.573



Density functional theory data (the ωB97M-V functional and the def2-TZVPD basis) for a single H2NO3PS molecule.

```
! wB97M-V def2-TZVPD RIJCOSX def2/J DEFGRID3
* xyz 0 1
S -3.3673 0.9596 -0.1199
P -1.5722 -0.8892 -0.0604
O -2.5889 -0.3733 -1.1125
O -1.7244 -2.2168 0.4585
O -2.4704 0.4128 1.1456
N -0.0099 -0.2624 -0.1671
H 0.3313 0.7048 -0.3467
H 0.6019 -0.4518 0.6648
*
```

HOMO-LUMO gap: 8.02 eV

Here are the Mulliken charges for atoms 1 to 5, given in e:
1. S 0.264
2. P 1.028
3. O -0.366
4. O -0.513
5. O -0.445



Density functional theory data (the ωB97M-V functional and the def2-TZVPD basis) for a molecular structure, C21H15AuN4O5SSe.

```
! wB97M-V def2-TZVPD RIJCOSX def2/J DEFGRID3
* xyz 0 1
Au -0.3897 0.2791 -0.0371
Se -2.6080 0.7978 -1.1306
S -2.8952 -8.5864 1.4239
O -3.2442 -9.8564 0.8385
O 3.5911 1.5681 -0.0929
O -2.2805 -8.6434 2.7399
O -3.8805 -7.5435 1.2574
O 1.8063 0.2304 0.0214
N -1.3278 -6.6435 0.5086
N 0.1527 2.3397 0.1334
N -0.4590 -1.8419 -0.0110
N -0.5152 -8.7856 -0.0602
C -4.7945 -1.0062 -1.3294
C -4.3932 -0.1935 0.9139
C 1.0828 4.9242 0.0379
C -5.5080 -0.8835 1.3567
C -6.2796 -1.6117 0.4598
C 0.5688 -8.2173 -0.5829
C 0.8309 -3.8156 -0.2785
C 2.3993 1.3718 -0.0278
C -4.0432 -0.2476 -0.4340
C -1.4068 -7.9651 0.4767
C -0.2972 -4.6009 -0.0464
C 1.4616 2.5718 0.0043
C -5.9201 -1.6754 -0.8792
C -0.2736 4.6678 0.2010
C -1.5510 -2.5862 0.2098
C -0.7064 3.3576 0.2295
C 1.9606 3.8589 -0.0663
C -1.5113 -3.9589 0.1984
C 0.7562 -6.8426 -0.5944
C 0.7153 -2.4419 -0.2620
C -0.2608 -6.0718 -0.0418
H 1.2996 -8.8856 -1.0240
H -7.1615 -2.1325 0.8067
H -3.7960 0.3812 1.6101
H -6.5104 -2.2613 -1.5704
H 1.6454 -6.4051 -1.0277
H -4.4924 -1.0741 -2.3662
H -2.4737 -2.0562 0.4085
H 1.8020 -4.2517 -0.4538
H -2.4008 -4.5455 0.3890
H -1.7538 3.1032 0.3182
H -5.7794 -0.8555 2.4034
H -0.9878 5.4721 0.2982
H 1.4513 5.9400 -0.0062
H 3.0271 3.9740 -0.1972
H 1.5722 -1.8081 -0.4204
*
```

HOMO-LUMO gap: 3.32 eV

Here are the Mulliken charges for atoms 1 to 5, given in e:
1. Au 0.941
2. Se -0.064
3. S 1.153
4. O -0.665
5. O -0.633



Density functional theory data (the ωB97M-V functional and the def2-TZVPD basis) for a single C5H8N2 molecule.

```
! wB97M-V def2-TZVPD RIJCOSX def2/J DEFGRID3
* xyz 0 1
N 2.1703 -0.6632 -0.1970
N -0.0767 2.0044 0.5170
C -1.4376 -1.2467 -0.2766
C 0.8743 1.2307 0.6924
C 1.3643 -0.0026 0.7318
C -0.8645 -0.1073 -0.6408
C -1.2287 1.1993 -0.0054
H 1.0492 -0.5932 1.5843
H 2.4021 -0.1025 -1.0054
H -1.3929 -2.1298 -0.8956
H 3.0152 -0.9992 0.2397
H -0.2186 -0.0662 -1.5171
H -1.7946 1.7745 -0.7448
H -1.9785 -1.3161 0.6612
H -1.8836 1.0179 0.8562
*
```

HOMO-LUMO gap: 9.01 eV

Here are the Mulliken charges for atoms 1 to 5, given in e:
1. N -0.417
2. N -0.649
3. C -0.683
4. C 0.597
5. C -0.565



Listing E_tot for the structures above in their given order: -4743.915435, -1021.219212, -4339.714573, -304.716985 Eh.